Molecular formula: C55H51F2MnN2O3SiTe
Method: DFT, ωB97M-V/def2-TZVPD

Results
**Multiplicity**: 2
**LUMO level (alpha / beta)**: 0.08012 / 0.05708 hartree
**<S²>**: 0.759
**E_tot**: -118914.5087 eV
**Total charge**: -1
**Frontier orbital gap (alpha / beta)**: 6.861 / 6.549 eV
**HOMO energy (alpha / beta)**: -4.7 / -5.0 eV

Cartesian coordinates (Å):
Mn: 0.10 -0.43 -1.81
F: -0.12 4.75 -0.31
C: -0.71 3.68 -0.93
C: -0.06 2.47 -0.98
C: -0.66 1.39 -1.62
C: -1.93 1.58 -2.20
C: -2.55 2.82 -2.12
F: -3.78 3.04 -2.66
C: -1.96 3.90 -1.48
C: -2.52 0.36 -2.81
C: -3.71 0.28 -3.54
C: -4.09 -0.95 -4.05
C: -3.29 -2.07 -3.83
C: -2.12 -1.92 -3.11
N: -1.75 -0.73 -2.62
H: 0.92 2.38 -0.52
H: -2.46 4.86 -1.44
H: -4.31 1.16 -3.70
H: -5.00 -1.03 -4.62
H: -3.56 -3.05 -4.22
H: -1.43 -2.73 -2.92
C: 2.49 -1.90 -3.59
C: 1.55 -0.97 -4.34
C: 0.82 -1.69 -5.47
O: 0.59 -0.33 -3.55
H: 3.22 -2.33 -4.28
H: 1.92 -2.71 -3.13
H: 3.01 -1.38 -2.80
H: 2.17 -0.17 -4.80
H: 0.23 -2.51 -5.05
H: 1.52 -2.11 -6.20
H: 0.15 -1.01 -5.98
O: 1.82 -0.17 -0.96
Si: 3.19 0.48 -0.55
C: 3.08 1.06 1.25
C: 4.06 1.80 1.93
C: 3.93 2.10 3.28
C: 2.82 1.65 3.98
C: 1.84 0.91 3.33
C: 1.98 0.63 1.98
C: 4.57 -0.80 -0.59
C: 5.93 -0.49 -0.68
C: 6.90 -1.48 -0.65
C: 6.53 -2.81 -0.52
C: 5.18 -3.15 -0.43
C: 4.22 -2.15 -0.46
C: 3.76 1.94 -1.60
C: 4.25 1.69 -2.89
C: 4.59 2.73 -3.74
C: 4.44 4.05 -3.33
C: 3.95 4.32 -2.06
C: 3.61 3.27 -1.21
H: 4.94 2.15 1.40
H: 4.69 2.67 3.78
H: 2.71 1.88 5.04
H: 0.96 0.58 3.88
H: 1.22 0.07 1.45
H: 6.23 0.54 -0.80
H: 7.95 -1.22 -0.73
H: 7.28 -3.59 -0.50
H: 4.89 -4.18 -0.34
H: 3.17 -2.42 -0.42
H: 4.35 0.67 -3.23
H: 4.96 2.51 -4.74
H: 4.71 4.86 -3.99
H: 3.82 5.34 -1.74
H: 3.22 3.50 -0.23
C: -3.95 3.60 6.21
C: -3.43 2.65 5.16
C: -3.87 1.34 5.09
C: -3.40 0.46 4.12
C: -3.96 -0.94 4.10
C: -2.45 0.92 3.20
Te: -1.63 -0.62 1.78
N: -0.57 -1.14 -0.01
C: -0.02 -2.32 -0.18
O: 0.36 -2.59 -1.36
C: 0.21 -3.34 0.88
C: -0.13 -4.67 0.64
C: 0.12 -5.64 1.60
C: 0.73 -5.30 2.80
C: 1.09 -3.98 3.04
C: 0.82 -3.00 2.09
C: -3.37 -0.44 0.59
C: -3.87 0.82 0.31
C: -5.03 0.97 -0.43
C: -5.70 -0.16 -0.88
C: -5.20 -1.42 -0.60
C: -4.02 -1.59 0.13
C: -3.51 -2.98 0.38
C: -2.01 2.23 3.24
C: -1.06 2.81 2.23
C: -2.50 3.08 4.23
H: -4.62 3.08 6.91
H: -4.51 4.42 5.76
H: -3.14 4.04 6.78
H: -4.61 0.99 5.81
H: -4.73 -1.05 4.86
H: -3.19 -1.69 4.28
H: -4.41 -1.17 3.13
H: -0.57 -4.92 -0.32
H: -0.16 -6.67 1.40
H: 0.93 -6.06 3.54
H: 1.57 -3.70 3.96
H: 1.11 -1.97 2.27
H: -3.34 1.70 0.66
H: -5.39 1.96 -0.67
H: -6.61 -0.06 -1.45
H: -5.72 -2.29 -0.95
H: -4.30 -3.71 0.23
H: -3.12 -3.10 1.40
H: -2.69 -3.22 -0.30
H: -0.67 2.07 1.54
H: -0.20 3.28 2.72
H: -1.56 3.58 1.64
H: -2.16 4.11 4.25

These are the Löwdin partial charges, in e, on atoms 1 to 8: 0.69, 0.03, -0.28, -0.02, -0.08, -0.11, -0.22, 0.03

Molecular formula: C6H10N
Method: DFT, ωB97M-V/def2-TZVPD

Results
**LUMO level**: -0.11941 hartree
**E_tot**: -7862.9179 eV
**Total charge**: +1
**SMILES**: C[C@]12CC1=CC[NH2+]2
**Frontier orbital gap**: 9.983 eV
**HOMO energy**: -13.2 eV

Cartesian coordinates (Å):
C: 1.12 1.20 -0.01
C: 0.31 0.14 0.60
C: 1.03 -1.02 1.29
C: 0.54 -1.43 -0.04
C: -0.20 -1.55 -1.12
C: -1.17 -0.32 -1.14
N: -1.09 0.16 0.25
H: 0.52 2.14 -0.06
H: 1.60 0.88 -0.96
H: 1.98 1.41 0.59
H: 0.65 -1.73 2.11
H: 2.10 -0.79 1.59
H: -0.32 -2.24 -2.04
H: -0.80 0.38 -1.90
H: -2.11 -0.64 -1.42
H: -1.55 1.00 0.53
H: -1.30 -0.67 0.89

These are the Löwdin partial charges, in e, on atoms 1 to 8: -0.03, -0.38, -0.01, -0.06, 0.01, -0.08, 0.10, 0.12

Molecular formula: C2H2N2O3
Method: DFT, ωB97M-V/def2-TZVPD

Results
**LUMO level**: -0.02193 hartree
**E_tot**: -11224.9244 eV
**SMILES**: N#CC=O.O=NO
**Frontier orbital gap**: 10.318 eV
**HOMO energy**: -10.9 eV

Cartesian coordinates (Å):
N: -2.62 0.12 -0.36
C: -1.85 -0.59 0.10
C: -0.89 -1.48 0.70
O: -0.33 -2.37 0.11
H: -0.72 -1.27 1.77
O: 1.43 0.58 0.71
N: 2.02 1.10 -0.18
O: 1.20 1.76 -1.07
H: 1.76 2.15 -1.76

These are the Löwdin partial charges, in e, on atoms 1 to 8: 0.19, -0.16, -0.28, 0.10, 0.13, 0.02, -0.10, 0.00

Molecular formula: C5H9N
Method: DFT, ωB97M-V/def2-TZVPD

Results
**LUMO level**: 0.04032 hartree
**E_tot**: -6816.6073 eV
**Frontier orbital gap**: 10.715 eV
**HOMO energy**: -9.6 eV

Cartesian coordinates (Å):
C: 0.93 0.82 -0.41
C: 1.24 -0.59 0.38
C: -0.23 -0.85 0.57
C: -0.82 0.67 0.93
C: -0.55 0.65 -0.63
H: 1.40 1.05 -1.29
H: 0.98 1.94 -0.01
H: 1.91 -0.34 1.15
H: 1.53 -1.17 -0.66
H: -0.28 -1.77 1.20
H: -1.77 0.63 1.31
H: -0.11 1.24 1.53
H: -0.90 1.60 -1.00
H: -0.18 -1.40 -1.34
N: -0.86 -0.86 -0.85

These are the Löwdin partial charges, in e, on atoms 1 to 8: -0.21, -0.10, -0.31, -0.03, -0.31, 0.05, 0.14, 0.08

> E_tot of number 2 (C6H10N)?

-7862.9179 eV